Arrangement P

The following is a DFT calculation (ωB97M-V with the def2-TZVPD basis set) of a structure of composition C38H34FN4O4PPdS5.

CARTESIAN COORDINATES (ANGSTROEM)
Pd  0.030  -0.667  0.185
S  -2.175  -0.198  -6.891
C  -1.807  -0.293  -5.329
S  -2.495  -1.470  -4.231
C  -1.638  -1.039  -2.797
C  -0.710  0.167  -2.971
S  0.176  0.836  -1.773
S  -0.659  0.795  -4.561
S  -1.823  -1.814  -1.393
C  -1.961  6.068  4.432
C  -2.278  4.642  4.852
N  -1.431  3.654  4.177
C  -1.951  2.924  3.162
C  -1.249  2.065  2.383
C  -2.016  1.276  1.355
O  -2.911  1.795  0.730
O  -1.678  0.006  1.252
C  0.180  1.954  2.536
O  0.919  1.367  1.747
C  0.713  2.667  3.714
C  2.057  2.507  4.047
C  2.585  3.160  5.125
F  3.903  3.015  5.389
C  1.806  3.997  5.937
C  0.468  4.148  5.610
C  -0.093  3.504  4.499
N  2.314  4.684  7.065
C  3.544  4.263  7.720
C  3.653  5.009  9.060
N  2.273  5.407  9.491
C  1.711  6.471  8.579
C  2.137  6.125  7.147
H  -2.625  6.762  4.947
H  -2.110  6.191  3.359
H  -0.932  6.346  4.658
H  -3.306  4.398  4.592
H  -2.198  4.501  5.931
H  -3.008  3.066  2.974
H  2.685  1.890  3.418
H  -0.151  4.765  6.245
H  4.448  4.479  7.142
H  3.506  3.188  7.888
H  4.223  5.933  8.980
H  4.096  4.392  9.837
H  2.267  5.726  10.460
H  1.669  4.585  9.428
H  2.099  7.430  8.916
H  0.630  6.455  8.709
H  3.065  6.651  6.887
H  1.377  6.461  6.448
O  -0.299  -1.317  2.964
N  0.645  -1.463  1.986
C  1.817  -1.643  2.454
C  3.028  -1.828  1.672
C  4.228  -1.879  2.377
C  5.439  -2.013  1.715
C  5.461  -2.107  0.335
C  4.270  -2.080  -0.381
C  3.052  -1.941  0.275
P  1.486  -2.070  -0.608
C  1.843  -1.966  -2.374
C  1.271  -2.873  -3.263
C  1.452  -2.714  -4.632
C  2.208  -1.658  -5.116
C  2.780  -0.749  -4.234
C  2.591  -0.895  -2.871
C  0.954  -3.767  -0.274
C  -0.216  -4.092  0.405
C  -0.534  -5.422  0.638
C  0.312  -6.429  0.203
C  1.493  -6.110  -0.459
C  1.815  -4.787  -0.692
H  -1.045  -0.836  2.483
H  1.907  -1.643  3.537
H  4.211  -1.809  3.457
H  6.360  -2.049  2.280
H  6.399  -2.216  -0.192
H  4.298  -2.184  -1.456
H  0.676  -3.701  -2.900
H  1.006  -3.425  -5.314
H  2.355  -1.542  -6.182
H  3.371  0.076  -4.609
H  3.035  -0.175  -2.193
H  -0.875  -3.319  0.777
H  -1.445  -5.667  1.166
H  0.058  -7.464  0.385
H  2.161  -6.894  -0.789
H  2.741  -4.548  -1.203

Values from the calculation:
2S+1: 1
Total charge: +2
Orbital gap: 0.2161 Ha
HOMO energy: -12.21 eV

Mulliken population analysis, charges in e, atoms 1 to 5: number 1, Pd, carries 1.679; number 2, S, carries -0.061; number 3, C, carries 0.103; number 4, S, carries 0.044; number 5, C, carries 0.253



Arrangement Q

The following is a DFT calculation (ωB97M-V with the def2-TZVPD basis set) of a structure of composition C38H34FN4O4PPdS5.

CARTESIAN COORDINATES (ANGSTROEM)
Pd  -0.304  -1.394  2.629
S  -1.329  3.535  8.439
C  -0.988  2.547  7.221
S  0.466  1.583  7.122
C  0.168  0.796  5.608
C  -1.144  1.180  4.962
S  -1.698  0.640  3.529
S  -2.069  2.324  5.854
S  1.246  -0.189  4.927
C  2.737  4.346  -2.322
C  2.460  2.926  -2.789
N  1.515  2.218  -1.914
C  1.998  1.382  -0.979
C  1.262  0.706  -0.047
C  2.081  -0.149  0.893
O  3.271  -0.279  0.657
O  1.522  -0.725  1.920
C  -0.171  0.854  -0.052
O  -0.968  0.274  0.699
C  -0.693  1.781  -1.079
C  -2.069  1.998  -1.147
C  -2.587  2.869  -2.064
F  -3.915  3.098  -2.061
C  -1.774  3.546  -2.984
C  -0.409  3.316  -2.927
C  0.147  2.453  -1.976
N  -2.276  4.452  -3.956
C  -3.650  4.328  -4.435
C  -3.830  5.275  -5.632
N  -2.479  5.560  -6.222
C  -1.639  6.381  -5.272
C  -1.883  5.852  -3.853
H  3.437  4.832  -3.002
H  3.181  4.340  -1.326
H  1.826  4.945  -2.279
H  3.378  2.343  -2.793
H  2.075  2.900  -3.808
H  3.071  1.240  -0.970
H  -2.716  1.490  -0.444
H  0.221  3.817  -3.649
H  -4.402  4.593  -3.688
H  -3.825  3.296  -4.734
H  -4.242  6.239  -5.341
H  -4.464  4.845  -6.403
H  -2.564  6.029  -7.123
H  -2.004  4.670  -6.375
H  -1.930  7.423  -5.391
H  -0.604  6.261  -5.587
H  -2.655  6.444  -3.347
H  -0.971  5.949  -3.271
O  -0.661  -3.438  4.780
N  -1.456  -2.473  4.219
C  -1.962  -2.860  3.073
C  -1.757  -4.217  2.496
C  -2.790  -5.147  2.491
C  -2.551  -6.422  2.006
C  -1.296  -6.769  1.521
C  -0.271  -5.839  1.506
C  -0.504  -4.558  1.997
P  0.712  -3.215  1.893
C  2.155  -3.694  2.850
C  3.380  -3.044  2.687
C  4.466  -3.437  3.452
C  4.342  -4.466  4.376
C  3.126  -5.116  4.538
C  2.033  -4.733  3.778
C  1.133  -3.083  0.150
C  0.213  -2.488  -0.712
C  0.469  -2.450  -2.071
C  1.638  -3.008  -2.574
C  2.553  -3.602  -1.718
C  2.303  -3.645  -0.353
H  -0.350  -3.033  5.601
H  -2.793  -2.248  2.734
H  -3.767  -4.881  2.874
H  -3.350  -7.152  2.003
H  -1.122  -7.767  1.140
H  0.700  -6.099  1.103
H  3.485  -2.230  1.980
H  5.415  -2.934  3.324
H  5.197  -4.765  4.968
H  3.030  -5.923  5.252
H  1.087  -5.242  3.907
H  -0.692  -2.046  -0.314
H  -0.247  -1.991  -2.742
H  1.835  -2.982  -3.639
H  3.464  -4.035  -2.109
H  3.023  -4.107  0.312

Values from the calculation:
2S+1: 1
Total charge: +2
Orbital gap: 0.2328 Ha
HOMO energy: -12.50 eV

Mulliken population analysis, charges in e, atoms 1 to 5: number 1, Pd, carries 0.185; number 2, S, carries -0.086; number 3, C, carries 0.126; number 4, S, carries 0.020; number 5, C, carries 0.108



Name the least stable of them. arrangement Q.



Arrangement P

The following is a DFT calculation (ωB97M-V with the def2-TZVPD basis set) of the ion C8H10N3 with charge +1.

CARTESIAN COORDINATES (ANGSTROEM)
C  -2.974  -0.262  0.105
C  -2.208  -1.457  0.318
C  -1.069  0.869  -0.255
C  -0.262  -0.299  -0.049
C  -0.249  2.178  -0.194
C  0.367  2.414  0.856
C  1.885  0.330  -0.905
C  1.563  -1.583  0.507
N  -2.350  0.805  -0.240
N  -0.921  -1.491  0.184
N  1.032  -0.363  0.009
H  -4.061  -0.124  0.168
H  -2.634  -2.450  0.401
H  -0.395  2.826  -1.164
H  0.696  2.769  1.712
H  2.419  -0.489  -1.423
H  1.420  0.911  -1.685
H  2.635  0.993  -0.428
H  1.536  -2.328  -0.244
H  2.617  -1.462  0.872
H  0.953  -1.790  1.459

Values from the calculation:
2S+1: 1
Total charge: +1
Orbital gap (alpha / beta): 0.1830 / 0.1831 Ha
HOMO energy (alpha / beta): -12.23 / -12.23 eV

natural (NBO) population analysis, charges in e, atoms 1 to 5: number 1, C, carries -0.031; number 2, C, carries 0.088; number 3, C, carries 0.087; number 4, C, carries 0.392; number 5, C, carries -0.321



Arrangement Q

The following is a DFT calculation (ωB97M-V with the def2-TZVPD basis set) of the ion C8H10N3 with charge +1.

CARTESIAN COORDINATES (ANGSTROEM)
H  -2.115  -2.617  -0.600
N  -2.526  -1.831  -0.127
C  -1.856  -0.829  0.159
C  -2.596  0.474  0.290
N  -2.121  1.578  0.058
C  -0.787  1.628  -0.382
N  0.104  0.715  0.354
C  1.658  0.969  0.094
C  2.562  -0.224  0.139
C  2.055  -1.441  -0.018
C  0.610  -1.632  -0.160
C  -0.282  -0.703  0.155
H  -3.594  0.312  0.674
H  -0.698  1.426  -1.504
H  -0.406  2.668  -0.279
H  -0.099  1.024  1.403
H  1.938  1.954  0.607
H  1.749  1.491  -0.856
H  3.591  -0.069  0.101
H  2.654  -2.329  0.149
H  0.161  -2.566  -0.258

Values from the calculation:
2S+1: 1
Structure (SMILES): [H]/N=C1/C=NC[N@@H+]2CC=CC=C12
Total charge: +1
Orbital gap: 0.3287 Ha
HOMO energy: -13.57 eV

natural (NBO) population analysis, charges in e, atoms 1 to 5: number 1, H, carries 0.371; number 2, N, carries -0.511; number 3, C, carries 0.179; number 4, C, carries 0.128; number 5, N, carries -0.380



Name the least stable of them. arrangement P.



Arrangement P

The following is a DFT calculation (ωB97M-V with the def2-TZVPD basis set) of a cluster of 8 separate species, C8H24N8O16 in total.

CARTESIAN COORDINATES (ANGSTROEM)
C  2.100  0.096  3.968
N  1.572  -0.099  5.355
O  2.352  -0.105  6.275
O  0.365  -0.224  5.446
H  2.043  1.171  3.792
H  1.488  -0.495  3.304
H  3.160  -0.142  3.992
C  -2.628  0.226  3.819
N  -1.975  0.071  2.491
O  -1.018  -0.680  2.403
O  -2.444  0.697  1.565
H  -2.840  1.269  4.007
H  -1.990  -0.232  4.566
H  -3.558  -0.340  3.761
C  3.075  2.652  -1.983
N  3.048  1.554  -2.995
O  2.579  1.824  -4.074
O  3.476  0.463  -2.660
H  3.671  3.448  -2.416
H  3.458  2.258  -1.053
H  2.039  2.959  -1.870
C  -2.468  -0.166  -3.385
N  -3.250  0.882  -4.115
O  -3.889  1.671  -3.451
O  -3.195  0.877  -5.328
H  -2.414  0.181  -2.361
H  -1.479  -0.169  -3.831
H  -3.012  -1.097  -3.485
C  1.233  0.125  0.158
N  0.415  -0.155  -1.044
O  0.301  0.736  -1.858
O  -0.167  -1.222  -1.095
H  1.182  -0.763  0.783
H  0.762  0.929  0.717
H  2.255  0.361  -0.114
C  -2.472  -3.235  0.740
N  -3.347  -3.596  -0.395
O  -4.030  -4.592  -0.268
O  -3.345  -2.869  -1.363
H  -1.526  -2.852  0.365
H  -2.307  -4.128  1.329
H  -2.965  -2.447  1.299
C  -1.148  -3.619  -3.518
N  -0.318  -3.243  -4.694
O  -0.040  -4.123  -5.483
O  0.047  -2.089  -4.776
H  -0.739  -4.561  -3.164
H  -2.190  -3.731  -3.796
H  -1.023  -2.855  -2.759
C  3.119  4.394  3.079
N  2.892  3.968  1.669
O  1.908  3.293  1.441
O  3.712  4.303  0.842
H  3.460  3.514  3.617
H  2.176  4.752  3.476
H  3.888  5.155  3.073

Values from the calculation:
2S+1: 1
Structure (SMILES): C[N+](=O)[O-].C[N+](=O)[O-].C[N+](=O)[O-].C[N+](=O)[O-].C[N+](=O)[O-].C[N+](=O)[O-].C[N+](=O)[O-].C[N+](=O)[O-]
Orbital gap: 0.3542 Ha
HOMO energy: -10.43 eV

natural (NBO) population analysis, charges in e, atoms 1 to 5: number 1, C, carries -0.489; number 2, N, carries 0.540; number 3, O, carries -0.357; number 4, O, carries -0.400; number 5, H, carries 0.228



Arrangement Q

The following is a DFT calculation (ωB97M-V with the def2-TZVPD basis set) of a cluster of 8 separate species, C8H24N8O16 in total.

CARTESIAN COORDINATES (ANGSTROEM)
C  19.118  -0.889  24.860
N  18.733  0.486  24.584
O  18.213  0.740  23.489
O  18.983  1.369  25.382
H  19.761  -1.068  25.721
H  19.495  -1.240  23.900
H  18.183  -1.288  25.254
C  14.101  6.720  34.685
N  15.038  6.826  35.876
O  14.724  7.563  36.855
O  15.958  6.017  35.919
H  14.107  7.678  34.166
H  13.072  6.536  34.997
H  14.503  5.981  33.993
C  11.458  9.809  18.213
N  11.466  9.172  19.544
O  10.430  9.274  20.208
O  12.578  8.639  19.855
H  11.769  10.827  18.447
H  10.428  9.867  17.861
H  12.041  9.347  17.417
C  22.752  8.917  22.167
N  21.681  8.403  23.084
O  20.807  9.227  23.332
O  21.870  7.332  23.644
H  23.586  9.494  22.566
H  22.195  9.464  21.405
H  23.102  8.139  21.489
C  15.214  6.828  25.886
N  14.538  7.727  26.883
O  14.536  8.899  26.654
O  14.271  7.286  27.980
H  15.083  7.166  24.858
H  14.679  5.892  25.729
H  16.296  6.729  25.974
C  12.508  14.729  24.184
N  11.088  14.594  24.592
O  10.508  15.662  24.930
O  10.596  13.442  24.544
H  12.975  13.774  23.941
H  13.196  15.405  24.691
H  12.423  15.137  23.177
C  8.922  10.252  30.989
N  8.371  10.505  32.325
O  7.394  11.184  32.388
O  8.815  9.904  33.310
H  8.568  11.060  30.347
H  8.419  9.362  30.612
H  10.003  10.118  30.989
C  8.296  5.843  25.569
N  8.509  4.484  24.999
O  9.635  4.016  25.102
O  7.579  3.883  24.517
H  8.034  6.613  24.844
H  9.192  6.257  26.031
H  7.533  5.643  26.322

Values from the calculation:
2S+1: 1
Structure (SMILES): C[N+](=O)[O-].C[N+](=O)[O-].C[N+](=O)[O-].C[N+](=O)[O-].C[N+](=O)[O-].C[N+](=O)[O-].C[N+](=O)[O-].C[N+](=O)[O-]
Orbital gap: 0.3914 Ha
HOMO energy: -10.95 eV

natural (NBO) population analysis, charges in e, atoms 1 to 5: number 1, C, carries -0.492; number 2, N, carries 0.517; number 3, O, carries -0.391; number 4, O, carries -0.362; number 5, H, carries 0.240



Name the least stable of them. arrangement Q.